Density functional theory data (ωB97M-V/def2-TZVPD) for a 9-piece molecular cluster, C27H66F9N6O15S3 overall at a distorted geometry.

The geometry in XYZ format:
```
126
Properties=species:S:1:pos:R:3:forces:R:3
C 3.6823 3.0145 -2.1825 -0.3 1.2 1.3
C 3.6266 2.9601 -0.6160 1.0 -4.8 -1.3
O 3.8139 1.8936 -0.0357 -0.5 3.5 -0.4
N 3.3566 4.2053 0.2170 -2.4 -0.6 -0.9
H 4.1895 4.5941 0.6356 0.3 -0.1 0.7
H 2.9821 4.9100 -0.4020 0.5 0.6 -0.8
C 2.0641 3.9901 1.0447 0.3 0.1 0.4
H 4.5352 3.6523 -2.4148 -0.1 0.3 -0.3
H 2.7624 3.4298 -2.5941 0.0 0.5 0.1
H 3.7886 2.0760 -2.7265 0.2 -0.4 0.8
H 1.2490 3.8430 0.3362 0.3 -0.4 -0.2
H 1.8001 4.9122 1.5625 0.5 0.0 0.2
H 2.1652 3.1346 1.7127 0.1 0.2 -0.3
C -7.4320 -0.7438 0.1379 -0.4 1.2 -1.1
C -6.1110 -0.0869 0.3873 -0.8 0.0 3.8
O -5.7650 0.5532 1.3605 -0.5 -0.8 -2.2
N -5.0327 -0.6179 -0.4741 -0.1 0.3 -1.4
H -4.3864 -1.0129 0.1940 0.5 -0.6 -0.2
H -5.4517 -1.2925 -1.0981 0.1 -0.8 -0.1
C -4.3459 0.4217 -1.3006 0.8 1.7 -0.1
H -7.6906 -0.4850 -0.8888 -0.1 -0.2 -0.5
H -8.2756 -0.3257 0.6870 0.5 -0.1 0.5
H -7.3941 -1.8326 0.1716 0.2 0.0 0.3
H -5.0494 1.2029 -1.5885 -0.1 0.2 0.6
H -3.9176 0.1801 -2.2734 -0.1 -1.2 0.2
H -3.5232 0.7802 -0.6819 -0.3 0.4 -0.2
C 5.8471 -3.2530 -2.1317 -2.5 -0.5 0.6
C 4.4156 -2.7324 -2.3925 -0.6 -2.1 -2.9
O 3.5978 -3.2846 -3.1255 2.1 2.0 2.9
N 4.0383 -1.3690 -1.8223 -0.1 -2.3 1.7
H 4.7708 -0.6744 -1.8566 0.5 0.1 -0.3
H 3.3118 -1.1114 -2.4750 -1.5 1.1 -0.7
C 3.6658 -1.5450 -0.3205 0.5 0.9 -0.9
H 6.4837 -2.7708 -2.8736 0.4 -0.2 0.5
H 5.7391 -4.3338 -2.2222 0.3 0.0 -0.9
H 6.0517 -3.2258 -1.0614 0.7 1.0 -0.1
H 2.7289 -2.0626 -0.1148 0.1 0.1 -0.7
H 3.6357 -0.5171 0.0411 -0.3 -0.2 0.1
H 4.4899 -2.0706 0.1617 0.0 0.0 -0.2
C 2.5362 -1.0546 4.7098 0.1 0.6 -0.6
N 3.2822 0.2415 4.2329 1.0 0.2 0.4
C 3.8267 0.1041 2.7629 -1.1 -0.2 1.3
C 2.3031 1.4265 4.3764 -0.6 -1.5 -1.0
C 4.4861 0.5242 5.1813 0.5 -0.8 0.3
C 5.7634 -0.3210 4.9422 0.1 1.1 0.6
O 5.5779 -1.6998 4.9568 -0.9 -0.5 -0.8
H 1.5015 -1.0212 4.3685 0.0 0.4 0.0
H 2.5809 -1.1079 5.7976 0.1 0.1 -0.2
H 2.9299 -1.9761 4.2809 0.7 0.4 0.0
H 2.9764 -0.1767 2.1415 -0.1 0.3 0.0
H 4.5515 -0.7096 2.7392 0.0 0.2 0.2
H 4.2470 1.0566 2.4401 0.0 -0.1 0.2
H 1.7718 1.3443 5.3246 0.5 0.1 0.1
H 1.5663 1.2295 3.5976 -0.2 0.0 -0.1
H 2.6682 2.4352 4.1835 0.8 -0.4 0.3
H 4.1712 0.4035 6.2178 -0.5 -0.3 -0.2
H 4.7607 1.5777 5.1274 -0.1 0.0 -0.5
H 6.4648 -0.1774 5.7641 -0.2 1.2 0.2
H 6.2719 0.0570 4.0552 0.0 -0.2 -0.4
H 6.4733 -2.0421 4.9049 0.0 -0.7 0.1
C -1.7913 0.0435 2.7606 -0.3 1.1 0.9
N -2.6252 1.0452 3.6546 0.5 -0.5 -0.7
C -1.6366 1.8092 4.5536 -0.7 -1.8 -0.8
C -3.2615 2.0608 2.7955 0.2 0.0 -1.0
C -3.8234 0.3749 4.3475 0.9 0.1 1.5
C -3.4222 -0.3097 5.6909 -2.7 1.0 -0.2
O -2.3735 -1.1560 5.6074 2.9 -0.8 -0.6
H -2.4006 -0.1533 1.8785 0.1 -0.5 0.3
H -1.4198 -0.7678 3.3866 -1.0 -0.3 -0.1
H -0.8626 0.4874 2.4018 -0.3 0.8 -0.1
H -1.1065 0.9578 4.9804 0.2 0.7 0.9
H -2.1723 2.4937 5.2113 0.2 -0.3 0.2
H -0.9716 2.3456 3.8767 -0.2 0.1 0.1
H -4.0325 1.5797 2.1937 0.0 0.2 0.1
H -2.4790 2.4241 2.1293 -0.2 0.5 0.0
H -3.6963 2.8213 3.4441 0.1 0.1 -0.3
H -4.4295 -0.1968 3.6448 0.7 -0.3 -0.2
H -4.4599 1.2179 4.6165 -0.1 -0.1 0.1
H -4.2184 -0.9413 6.0847 -0.9 0.6 -0.3
H -3.3153 0.5069 6.4049 0.4 0.0 0.2
H -1.8738 -1.1007 6.4252 0.1 -0.3 0.1
C 0.1871 -3.3242 -4.3411 0.2 0.5 0.1
N -0.9155 -3.8847 -3.4752 -0.9 -1.1 1.3
C -1.9234 -4.7548 -4.3244 1.6 0.3 0.3
C -0.3210 -4.7843 -2.3134 0.4 1.6 -0.7
C -1.6789 -2.6683 -2.8954 0.3 0.2 0.8
C -2.5928 -2.9500 -1.6827 0.6 -0.4 -0.3
O -3.6297 -3.7467 -2.1264 -1.6 -0.4 -0.4
H -0.2252 -2.8527 -5.2332 -0.2 -0.1 0.1
H 0.9317 -4.0554 -4.6558 -0.3 -0.3 0.2
H 0.6842 -2.5379 -3.7729 0.1 -0.1 0.0
H -2.4420 -5.4653 -3.6807 -0.1 0.5 0.0
H -1.2937 -5.3181 -5.0130 0.0 0.0 0.0
H -2.5663 -4.0924 -4.9041 0.0 -0.1 0.3
H 0.2439 -4.0854 -1.6965 0.0 0.1 0.0
H 0.4071 -5.4970 -2.7008 -0.4 0.0 -0.4
H -1.0601 -5.2526 -1.6634 -0.3 0.0 -0.7
H -2.1120 -2.2144 -3.7867 -0.9 -0.3 0.3
H -1.0697 -1.8335 -2.5489 1.2 -0.6 0.0
H -2.9126 -2.0510 -1.1558 0.0 0.8 -0.8
H -2.1577 -3.4654 -0.8266 1.2 -0.1 -0.3
H -4.1872 -3.9971 -1.3861 -0.1 -0.3 0.0
C -4.6495 4.1397 -2.4650 -0.2 3.1 -2.3
F -5.7323 3.4113 -2.2713 -0.3 -1.3 0.8
F -4.4517 4.9208 -1.3714 0.3 -1.2 -0.3
F -3.5829 3.3552 -2.7172 -0.1 -0.5 1.1
S -4.9108 5.2592 -3.9970 -3.0 4.1 -2.1
O -5.1245 4.4310 -5.1937 -0.1 -0.5 2.2
O -6.0782 6.1849 -3.6429 2.7 -3.4 0.0
O -3.6920 6.0245 -4.1152 0.9 -0.6 1.1
C 1.8161 1.1233 -6.2508 1.3 -0.9 -1.1
F 2.3312 2.3096 -5.9782 0.6 0.5 0.6
F 0.6444 1.0630 -5.6495 -0.8 -0.4 0.0
F 1.6982 1.0841 -7.6034 -0.3 -0.5 1.4
S 2.9736 -0.3222 -5.6188 0.4 -2.5 -2.1
O 2.5412 -1.5545 -6.3485 0.0 2.5 1.5
O 4.3313 0.0787 -5.9547 -1.0 0.4 0.6
O 2.7255 -0.4299 -4.1614 -0.1 0.6 0.2
C -0.4746 1.6744 -1.6417 0.3 -0.5 0.3
F 0.5159 2.5715 -1.8549 -1.0 0.3 0.5
F -1.5780 2.1898 -1.0114 1.8 0.0 -0.3
F -0.8583 1.2024 -2.7847 -0.6 0.0 -1.2
S 0.2676 0.2417 -0.7438 1.3 -1.3 0.9
O 1.1303 -0.4951 -1.7007 -1.0 1.7 1.6
O 0.9293 0.8496 0.4435 -0.2 -0.3 -1.1
O -0.8937 -0.5435 -0.3540 -0.7 0.0 0.0
```
Positions in Å, forces in eV/Å.

Output
charge	+3
LUMO level	-7.8	eV
orbital gap	3.5	eV
F_max	5.49	eV/Å